1.
{"formula": "C28H58N4O7P", "method": "wB97M-V/def2-TZVPD", "energy_ev": -59540.043, "fmax_ha_per_bohr": 0.232, "orbital_gap_ev": 7.40, "lumo_ev": -2.50, "total_charge": 1, "species": ["C", "C", "C", "C", "C", "O", "O", "O", "C", "C", "O", "C", "N", "O", "C", "C", "C", "C", "N", "C", "C", "C", "C", "C", "N", "P", "O", "O", "H", "H", "H", "H", "H", "H", "H", "H", "H", "H", "H", "H", "H", "H", "H", "H", "H", "H", "H", "H", "H", "H", "H", "H", "H", "H", "H", "H", "H", "H", "H", "H", "H", "H", "C", "C", "C", "C", "N", "C", "C", "C", "C", "C", "C", "C", "H", "H", "H", "H", "H", "H", "H", "H", "H", "H", "H", "H", "H", "H", "H", "H", "H", "H", "H", "H", "H", "H", "H", "H"], "positions_angstrom": [[-4.1760, 4.9302, 0.8176], [-2.5410, 4.9955, 0.9067], [-1.9902, 5.5603, -0.5298], [-0.5069, 5.0203, -0.9708], [0.4861, 6.2332, -1.5531], [0.3430, 6.7421, -2.7942], [1.5753, 6.6785, -0.6232], [-1.8893, 3.7692, 1.3901], [-2.2722, 2.5824, 0.6100], [-1.1708, 1.3951, 1.0281], [-1.0332, 1.3800, 2.5215], [-2.3584, 1.1048, 3.1463], [-3.5862, 1.3226, 3.5709], [0.1727, 1.7226, 0.4909], [1.0666, 0.5560, 0.5090], [1.1917, 0.0242, -1.0421], [2.3429, 0.7633, -1.9406], [2.4038, 2.3946, -1.8029], [3.6123, 2.8258, -0.9499], [2.4829, 0.7555, 1.2953], [2.6598, 2.1561, 2.1191], [2.5077, 1.9090, 3.7663], [2.8853, 3.3741, 4.4531], [1.8500, 3.7666, 5.6938], [0.4136, 3.8977, 5.1767], [-2.1299, 6.3592, 2.2344], [-2.7298, 7.9186, 1.7420], [-3.0736, 5.9315, 3.6727], [-4.6154, 5.8082, 1.4968], [-4.6611, 3.9446, 1.2197], [-4.5855, 5.1681, -0.2766], [-1.9216, 6.7463, -0.4477], [-2.7374, 5.3417, -1.4215], [0.1084, 4.4982, -0.1235], [-0.6793, 4.3049, -1.9108], [2.1354, 5.8406, -0.4538], [-3.3914, 2.2220, 0.8091], [-2.2199, 2.7660, -0.5677], [-1.5803, 0.3537, 0.6711], [0.4735, -0.2997, 1.0935], [0.1369, 0.0351, -1.6007], [1.4866, -1.1290, -0.9815], [2.1379, 0.5268, -3.0914], [3.4368, 0.3330, -1.7351], [1.4036, 2.9089, -1.4811], [2.6510, 2.8107, -2.8942], [3.8906, 3.8198, -1.1885], [4.4537, 2.2174, -1.1858], [3.4509, 0.6189, 0.6123], [2.5689, -0.1192, 2.1038], [2.0284, 3.0598, 1.7312], [3.8013, 2.4791, 1.9821], [1.4554, 1.5009, 4.0732], [3.4061, 1.1889, 4.0729], [4.0061, 3.3978, 4.8640], [2.8082, 4.2749, 3.6857], [1.8861, 2.8880, 6.4827], [2.1952, 4.7530, 6.2366], [0.4399, 4.4569, 4.2726], [-0.1378, 4.4725, 5.8793], [-2.1436, 8.6135, 2.2050], [-3.8046, 6.6181, 3.8120], [-1.5135, -8.1694, -0.5152], [-1.3004, -6.7216, -0.1098], [-2.0469, -5.7186, -0.9838], [-1.6509, -5.5437, -2.4484], [-0.1958, -5.1572, -2.8051], [0.8019, -6.3185, -2.7583], [0.4568, -7.1803, -3.9595], [0.0393, -6.2043, -5.0410], [-0.1913, -4.8675, -4.3562], [0.3064, -3.8662, -2.1204], [0.8847, -3.9847, -0.7049], [-0.0176, -3.4760, 0.4148], [-1.3318, -8.3311, -1.5797], [-0.8318, -8.8173, 0.0459], [-2.5370, -8.4835, -0.2880], [-0.2339, -6.5021, -0.0724], [-1.6504, -6.6065, 0.9239], [-2.0478, -4.7373, -0.5064], [-3.1061, -6.0103, -0.9771], [-2.2760, -4.7342, -2.8492], [-1.9060, -6.4447, -3.0133], [1.8065, -5.8930, -2.8659], [0.7325, -6.8587, -1.8187], [-0.3741, -7.8575, -3.7287], [1.2957, -7.8108, -4.2705], [-0.8652, -6.5503, -5.5531], [0.8210, -6.1071, -5.8048], [-1.1278, -4.3766, -4.6384], [0.6464, -4.1968, -4.5779], [-0.4956, -3.1238, -2.1949], [1.1371, -3.5086, -2.7422], [1.7664, -3.3254, -0.6829], [1.2764, -4.9781, -0.4760], [-0.7374, -2.7331, 0.0667], [0.5929, -3.0040, 1.1975], [-0.5459, -4.2906, 0.9122]], "mulliken_charge": [-1.18, 1.07, -1.41, 0.85, 0.24, -0.54, -0.47, 0.07, -0.68, -0.02, -0.09, 0.34, -0.49, 0.16, -0.31, 0.28, -0.83, 0.06, -0.57, -0.67, -0.40, -0.28, -0.63, -0.58, -0.43, 0.05, -0.48, -0.50, 0.33, 0.30, 0.29, 0.40, 0.27, -0.45, 0.22, 0.33, 0.37, 0.27, 0.13, 0.41, 0.29, -0.58, 0.37, 0.34, -0.25, 0.39, 0.25, 0.23, 0.31, 0.38, -0.12, 0.33, 0.18, 0.26, 0.35, 0.26, 0.27, 0.31, 0.10, 0.25, 0.35, 0.29, -1.45, -0.35, -0.72, -0.90, 0.37, -0.50, -0.67, -0.63, -0.62, -0.85, -0.49, -1.53, 0.22, 0.37, 0.43, 0.14, 0.47, 0.28, 0.56, 0.34, 0.63, 0.51, 0.39, 0.09, 0.54, 0.33, 0.30, 0.46, 0.39, 0.53, 0.21, 0.66, 0.41, 0.43, 0.37, 0.28]}

=====

2.
{"formula": "C20H43N2NdOP3S", "method": "wB97M-V/def2-TZVPD", "energy_ev": -80415.469, "spin_multiplicity": 4, "fmax_ha_per_bohr": 0.170, "orbital_gap_ev": [3.22, 3.36], "lumo_ev": [-12.56, -12.42], "total_charge": 3, "s2": 3.757, "species": ["Nd", "P", "P", "P", "H", "C", "C", "H", "C", "C", "C", "C", "C", "C", "C", "C", "C", "H", "H", "H", "H", "H", "H", "H", "H", "H", "H", "H", "H", "H", "H", "H", "H", "H", "H", "H", "H", "H", "H", "H", "H", "H", "H", "H", "H", "H", "C", "C", "C", "C", "C", "C", "O", "H", "H", "H", "H", "H", "H", "S", "C", "N", "C", "C", "N", "H", "H", "H", "H", "H", "H"], "positions_angstrom": [[-1.9727, 1.2050, -0.8455], [2.1666, -1.5981, 0.5688], [0.3214, 2.8859, -1.1903], [-2.4556, -1.7263, -0.9962], [-1.7643, 2.3649, -3.4876], [-2.5806, 1.9397, -2.8816], [-3.2221, 2.7095, -1.8841], [-2.9277, 3.7498, -1.6866], [3.8027, -2.0660, 1.2700], [1.9701, -0.0097, 1.4777], [1.0957, -2.6511, 1.6407], [0.2008, 4.4310, -2.1725], [0.7327, 3.5353, 0.4765], [1.9391, 2.2757, -1.7746], [-3.8611, -2.2181, -2.0653], [-2.9950, -2.3358, 0.6473], [-1.2153, -2.9922, -1.4571], [-3.0849, 1.0664, -3.3383], [-4.2436, 2.4591, -1.5385], [3.7730, -2.0160, 2.3689], [4.5635, -1.3789, 0.8781], [4.0573, -3.0810, 0.9415], [2.3968, -0.0888, 2.4894], [0.9125, 0.2738, 1.5432], [2.4901, 0.7808, 0.9226], [1.5296, -2.7488, 2.6468], [1.0174, -3.6457, 1.1834], [0.0810, -2.2318, 1.7042], [0.7749, 5.2334, -1.6877], [-0.8493, 4.7400, -2.2516], [0.5970, 4.2554, -3.1823], [1.3706, 4.4214, 0.3533], [1.2612, 2.7774, 1.0704], [-0.1898, 3.8143, 1.0066], [2.7686, 2.8386, -1.3249], [1.9807, 2.3782, -2.8670], [2.0568, 1.2090, -1.5468], [-4.2042, -3.2258, -1.7880], [-3.5446, -2.2053, -3.1177], [-4.6834, -1.5002, -1.9380], [-3.8944, -2.9541, 0.5260], [-3.2231, -1.4865, 1.3103], [-2.2005, -2.9345, 1.1119], [-1.6186, -3.9997, -1.2826], [-0.3040, -2.8629, -0.8557], [-0.9575, -2.8845, -2.5190], [1.7260, -1.0408, -3.6896], [2.4628, -1.5115, -4.7862], [1.8250, -1.6294, -6.0209], [0.4615, -1.3313, -6.1425], [-0.2820, -0.9674, -5.0117], [0.3402, -0.8428, -3.7700], [2.4319, -0.5846, -2.5846], [2.3901, -1.2151, -1.8782], [3.5265, -1.7087, -4.6663], [2.4036, -1.9436, -6.8890], [-0.0244, -1.3809, -7.1182], [-1.3519, -0.7556, -5.1006], [-0.2227, -0.5416, -2.8766], [-2.9526, 2.7522, 1.2089], [-2.3786, 1.5251, 2.2582], [-1.2576, 1.5899, 3.0100], [-1.1819, 0.5293, 4.0020], [-2.4457, -0.2717, 3.7570], [-3.0315, 0.3666, 2.5782], [-0.6773, 2.4257, 3.0284], [-1.1450, 0.9466, 5.0127], [-0.2816, -0.0696, 3.8311], [-3.1309, -0.2212, 4.6093], [-2.2321, -1.3205, 3.5363], [-4.0169, 0.2656, 2.3445]], "mulliken_spin": [3.04, 0.00, -0.02, -0.01, 0.00, -0.03, 0.04, 0.00, 0.00, 0.00, 0.00, 0.00, 0.00, 0.00, 0.00, 0.00, 0.00, 0.00, 0.00, 0.00, 0.00, 0.00, 0.00, 0.00, 0.00, 0.00, 0.00, 0.00, 0.00, 0.00, 0.00, 0.00, 0.00, 0.00, 0.00, 0.00, 0.00, 0.00, 0.00, 0.00, 0.00, 0.00, 0.00, 0.00, 0.00, 0.00, 0.00, 0.00, 0.00, 0.00, 0.00, 0.00, 0.00, 0.00, 0.00, 0.00, 0.00, 0.00, 0.00, -0.02, 0.00, 0.00, 0.00, 0.00, 0.00, 0.00, 0.00, 0.00, 0.00, 0.00, 0.00]}

=====

3.
{"formula": "C42H46GeMnN5O2S2", "method": "wB97M-V/def2-TZVPD", "energy_ev": -165353.626, "spin_multiplicity": 6, "e_above_lowest_kcal_mol": 24.7, "fmax_ha_per_bohr": 0.013, "orbital_gap_ev": [6.29, 6.86], "lumo_ev": [2.22, 2.22], "total_charge": -1, "s2": 9.055, "species": ["Mn", "C", "C", "C", "C", "C", "C", "C", "S", "O", "O", "N", "C", "C", "C", "C", "C", "N", "H", "H", "H", "H", "H", "H", "H", "H", "H", "H", "H", "C", "H", "H", "H", "C", "N", "C", "S", "N", "C", "H", "H", "H", "H", "H", "H", "H", "H", "C", "C", "C", "C", "C", "C", "C", "C", "N", "H", "H", "H", "H", "H", "H", "H", "H", "H", "C", "C", "C", "C", "C", "C", "Ge", "C", "C", "C", "C", "C", "C", "C", "C", "C", "C", "C", "C", "H", "H", "H", "H", "H", "H", "H", "H", "H", "H", "H", "H", "H", "H", "H"], "positions_angstrom": [[0.2565, -0.4343, -1.0755], [2.7105, -4.0631, 4.5609], [2.8392, -3.0041, 3.4977], [3.6479, -1.8874, 3.6844], [3.8051, -0.9420, 2.6735], [3.1635, -1.1301, 1.4621], [2.3255, -2.2178, 1.2680], [2.1620, -3.1397, 2.2864], [3.5926, -0.0774, 0.0950], [4.4395, 0.9597, 0.6552], [4.2051, -0.9622, -0.8658], [2.1984, 0.4875, -0.4508], [2.1333, 1.6704, -1.1577], [2.9381, 2.8159, -0.9938], [2.6220, 3.9504, -1.7037], [1.5289, 3.9621, -2.5670], [0.8049, 2.7974, -2.6833], [1.1048, 1.6771, -2.0235], [3.1412, -3.7334, 5.5074], [3.2317, -4.9746, 4.2608], [1.6654, -4.3283, 4.7317], [4.1785, -1.7601, 4.6224], [4.4493, -0.0828, 2.8009], [1.8167, -2.3306, 0.3161], [1.5074, -3.9906, 2.1313], [3.7601, 2.7928, -0.2992], [3.2180, 4.8453, -1.5670], [1.2413, 4.8463, -3.1180], [-0.0573, 2.7432, -3.3391], [-1.4044, -1.6831, -1.2801], [-0.9531, -2.6707, -1.3641], [-1.9676, -1.4524, -2.1860], [-2.0632, -1.6460, -0.4117], [-2.0819, 0.1136, 5.4666], [-1.7768, -0.5183, 4.1906], [-0.5282, -0.5487, 3.6390], [-0.3547, -0.3225, 1.9906], [0.5268, -0.7425, 4.4532], [0.4862, -1.4188, 5.7355], [-3.0914, 0.5155, 5.4038], [-1.3991, 0.9412, 5.6744], [-2.0504, -0.5864, 6.3016], [-2.4690, -0.3569, 3.4707], [1.4079, -0.7682, 3.9586], [0.2551, -0.7436, 6.5600], [1.4697, -1.8472, 5.9160], [-0.2475, -2.2280, 5.7258], [1.1392, -0.6332, -4.6358], [1.7124, -1.9873, -4.3612], [2.2374, -2.7031, -5.4193], [2.8141, -3.9552, -5.2449], [2.8720, -4.5069, -3.9651], [2.3708, -3.8382, -2.8720], [2.4763, -4.4636, -1.5167], [1.7459, -2.5274, -3.0079], [1.2420, -1.9328, -1.9554], [0.4237, -0.6677, -5.4618], [1.9294, 0.0721, -4.9081], [0.6531, -0.2334, -3.7556], [2.1978, -2.2687, -6.4138], [3.2143, -4.4970, -6.0932], [3.3226, -5.4843, -3.8247], [2.7261, -5.5229, -1.5997], [1.5437, -4.3537, -0.9632], [3.2589, -3.9706, -0.9353], [-5.1757, 0.2861, 2.5453], [-4.2080, 1.2490, 2.8122], [-3.2183, 1.5219, 1.8764], [-3.1696, 0.8553, 0.6491], [-4.1605, -0.0925, 0.3948], [-5.1489, -0.3821, 1.3300], [-1.6894, 1.1992, -0.6386], [-2.7258, 1.4323, -2.3278], [-4.0047, 1.9939, -2.3405], [-4.7131, 2.1620, -3.5241], [-4.1561, 1.7629, -4.7313], [-2.8922, 1.1899, -4.7419], [-2.1944, 1.0264, -3.5519], [-1.1634, 3.0501, -0.1263], [-1.8332, 4.1804, -0.5967], [-1.4370, 5.4597, -0.2287], [-0.3541, 5.6347, 0.6229], [0.3258, 4.5232, 1.0996], [-0.0761, 3.2463, 0.7263], [-5.9485, 0.0690, 3.2733], [-4.2317, 1.7971, 3.7486], [-2.4646, 2.2679, 2.1051], [-4.1644, -0.6212, -0.5523], [-5.9000, -1.1305, 1.1055], [-4.4623, 2.3004, -1.4056], [-5.7036, 2.6021, -3.5029], [-4.7068, 1.8896, -5.6557], [-2.4506, 0.8607, -5.6754], [-1.2165, 0.5598, -3.5797], [-2.6724, 4.0652, -1.2743], [-1.9705, 6.3220, -0.6127], [-0.0381, 6.6318, 0.9067], [1.1821, 4.6476, 1.7525], [0.4747, 2.3872, 1.0978]], "mulliken_spin": [4.20, 0.00, 0.00, 0.00, 0.00, -0.07, 0.07, 0.00, 0.00, 0.00, 0.00, -0.01, 0.04, 0.00, 0.00, 0.00, 0.03, -0.01, 0.00, 0.00, 0.00, 0.00, 0.00, 0.01, 0.00, 0.00, 0.00, 0.00, 0.00, -0.37, 0.01, 0.02, 0.04, 0.00, 0.00, 0.01, 0.02, 0.00, 0.00, 0.00, 0.00, 0.00, 0.00, 0.00, 0.00, 0.00, 0.00, -0.03, 0.20, -0.16, 0.27, -0.14, 0.17, 0.03, 0.14, 0.63, 0.02, 0.02, 0.02, 0.00, 0.02, 0.00, 0.00, 0.00, 0.01, -0.01, 0.00, -0.01, -0.01, -0.02, 0.00, -0.12, -0.06, 0.02, 0.00, 0.00, 0.01, -0.01, -0.07, 0.01, 0.00, 0.00, 0.00, 0.01, 0.00, 0.00, 0.00, 0.00, 0.00, 0.00, 0.00, 0.00, 0.00, 0.05, 0.00, 0.00, 0.00, 0.00, 0.02]}

=====

4.
{"formula": "C4H33N2O14", "method": "wB97M-V/def2-TZVPD", "energy_ev": -36328.788, "e_above_lowest_kcal_mol": 154.4, "fmax_ha_per_bohr": 0.158, "orbital_gap_ev": 9.61, "lumo_ev": 2.53, "total_charge": -1, "species": ["C", "N", "C", "C", "N", "C", "O", "O", "H", "H", "H", "H", "H", "H", "H", "H", "H", "H", "H", "O", "H", "H", "O", "H", "H", "O", "H", "H", "O", "H", "H", "O", "H", "H", "O", "H", "H", "O", "H", "H", "O", "H", "H", "O", "H", "H", "O", "H", "H", "O", "H", "H", "O"], "positions_angstrom": [[-0.3927, -2.3482, 0.1445], [0.1291, -3.2254, -0.9541], [-0.3951, -0.8625, -0.3886], [-1.6043, -0.7115, -1.1740], [-0.4374, -0.0522, 0.9078], [0.7267, 0.6208, 1.3530], [0.3758, 1.6980, 1.9923], [1.8267, 0.2839, 0.9729], [0.2626, -2.4814, 1.0489], [-1.4130, -2.5448, 0.3774], [0.6661, -2.8569, -1.6690], [0.4463, -3.9923, -0.4847], [0.7065, -0.3427, -0.9062], [-2.5623, -0.8006, -0.6160], [-1.4981, -1.2650, -2.0312], [-1.7726, 0.2118, -1.6280], [-1.2429, 0.3412, 0.8903], [-0.7005, 2.1154, 3.0746], [-1.5679, 1.6585, 4.3355], [-1.5582, 2.2015, 3.5168], [3.6455, -1.8598, 0.0248], [2.1463, -1.2456, 0.1590], [2.7641, -1.9339, -0.2934], [-1.8124, -1.4439, 2.6070], [-3.0358, -0.5555, 3.2133], [-2.5139, -1.3223, 3.1958], [3.4607, 2.2680, 1.7929], [1.8205, 2.5286, 1.5869], [2.7975, 2.9515, 1.4108], [2.7130, 1.3713, -3.4648], [1.2233, 1.6152, -3.3031], [1.9002, 1.1608, -3.9479], [-4.2357, 1.2335, 0.2128], [-3.4595, 0.1701, -0.3570], [-4.4133, 0.4322, -0.3621], [0.6878, 2.7146, -1.5649], [0.9035, 4.0013, -2.5517], [0.1909, 3.3878, -2.2577], [-2.8170, -2.6999, -1.6983], [-1.5370, -3.5208, -1.6647], [-2.5251, -3.6750, -1.7242], [-2.8571, 2.0951, 1.0919], [-2.7268, 2.9388, 2.2051], [-3.1787, 2.9028, 1.4216], [1.6371, -0.5971, -3.6064], [1.8578, -1.5620, -2.3884], [1.7688, -1.4965, -3.3584], [2.8223, 0.2456, 3.4877], [3.1118, -0.3924, 2.0759], [3.3081, -0.5029, 2.9408], [2.4326, 1.5830, -0.6835], [1.9451, 0.2928, -1.4934], [1.9807, 1.2669, -1.4689]], "mulliken_charge": [-1.58, -0.44, 3.62, -3.82, 0.43, 0.60, -1.08, -0.63, 0.35, 0.71, 0.19, 0.19, -1.81, 0.74, 0.97, 0.79, -0.09, 0.44, 0.27, -0.72, 0.30, 0.39, -0.63, 0.33, 0.29, -0.65, 0.31, 0.31, -0.74, 0.34, 0.46, -0.77, 0.23, 0.18, -0.67, 0.36, 0.31, -0.70, 0.32, 0.45, -0.73, 0.23, 0.38, -0.66, 0.47, 0.21, -0.72, 0.33, 0.34, -0.68, 0.25, 0.60, -0.58]}